(1)
An isolated molecule of C2H2N2OS in a non-equilibrium geometry, computed with ωB97M-V/def2-TZVPD.

Summary:
Electronic energy (eV): -17965.983
HOMO-LUMO gap (alpha / beta) (eV): 8.1 / 8.1

Structure (ORCA input):
```
! wB97M-V def2-TZVPD RIJCOSX def2/J DEFGRID3
* xyz 0 1
C 2.4193 2.9143 -0.2791
C 0.0303 -0.3362 -0.2518
N 2.0022 1.8182 -0.5189
N 2.1836 0.8113 -1.3726
O 2.6110 3.9757 0.1558
S 1.2256 -0.4368 -1.3691
H -0.6531 -1.1551 -0.1837
H -0.0567 0.5128 0.3976
*
```

(2)
A cluster of 2 separate species, C2H2N2OS in total in a non-equilibrium geometry, computed with ωB97M-V/def2-TZVPD.

Summary:
Electronic energy (eV): -17966.750
HOMO-LUMO gap (eV): 8.9

Structure (ORCA input):
```
! wB97M-V def2-TZVPD RIJCOSX def2/J DEFGRID3
* xyz 0 1
C -1.9867 -0.0287 -0.2278
N -1.4857 -0.5882 0.6938
S -0.7703 -1.2328 1.9208
H -2.8674 0.5001 -0.4955
N 2.3247 0.1914 -0.1355
C 1.4196 0.3514 -0.8734
O 0.6173 0.2557 -1.6712
H 2.7485 0.5510 0.7889
*
```

(3)
A cluster of 2 separate species, C2H2N2OS2 in total in a non-equilibrium geometry, computed with ωB97M-V/def2-TZVPD.

Summary:
Electronic energy (eV): -28799.498
HOMO-LUMO gap (alpha / beta) (eV): 5.1 / 5.1

Structure (ORCA input):
```
! wB97M-V def2-TZVPD RIJCOSX def2/J DEFGRID3
* xyz 0 1
C 0.6844 1.1727 0.6082
C 0.6975 1.2250 -0.8010
N -0.4287 -0.6669 0.3518
N 0.0645 0.1830 1.1545
O 1.0495 2.0114 -1.6265
S -2.0443 -2.6325 0.3318
S -0.3112 -0.2927 -1.2493
H 1.0475 1.9270 1.1807
H -0.7592 -2.9269 0.0498
*
```

(4)
An isolated molecule of C2H2N2OS2 in a non-equilibrium geometry, computed with ωB97M-V/def2-TZVPD.

Summary:
Electronic energy (eV): -28801.728
HOMO-LUMO gap (eV): 8.8

Structure (ORCA input):
```
! wB97M-V def2-TZVPD RIJCOSX def2/J DEFGRID3
* xyz 0 1
O -3.0627 0.3098 -0.2738
C -1.8572 0.0506 -0.1193
S -1.1414 -1.5299 0.3439
N 0.4028 -1.4367 -0.6032
C 1.2644 -0.4269 -0.3391
N 0.9402 0.7260 0.3126
S -0.6376 1.5692 -0.0317
H 2.4129 -0.4894 -0.3478
H 1.6786 1.2273 1.0584
*
```

(5)
An isolated molecule of C2H2N2S in a non-equilibrium geometry, computed with ωB97M-V/def2-TZVPD.

Summary:
Electronic energy (eV): -15920.745
HOMO-LUMO gap (eV): 8.4

Structure (ORCA input):
```
! wB97M-V def2-TZVPD RIJCOSX def2/J DEFGRID3
* xyz 0 1
N -1.8140 1.7305 0.4124
C -0.9132 1.0171 0.2206
C 0.3182 0.3442 -0.0648
N 0.2226 -0.9873 -0.3339
S 1.7804 1.0903 0.2060
H 0.9888 -1.5661 -0.4351
H -0.5828 -1.6286 -0.0052
*
```

(6)
A structure of composition C2H2N3O2S3 in a non-equilibrium geometry, computed with ωB97M-V/def2-TZVPD.

Summary:
Electronic energy (eV): -43176.242
HOMO-LUMO gap (eV): 7.0

Structure (ORCA input):
```
! wB97M-V def2-TZVPD RIJCOSX def2/J DEFGRID3
* xyz -1 1
C -0.8339 -0.0729 -1.0824
C 2.0938 -1.5508 -0.5467
N 0.0533 -0.5872 -1.9778
N 1.7708 -1.1367 -1.8652
N -0.5602 0.8124 -0.2518
O 1.6543 -0.6772 0.3492
O 2.8787 -2.4080 -0.3467
S -2.2455 -0.8566 -1.8173
S -0.5673 -2.0778 -2.7147
S 1.7022 -2.2589 -3.0795
H 0.9770 -0.1189 -0.0622
H -1.4357 1.0737 0.4057
*
```